Here is C47H49F3Ge2NNaO3PS7Se2 as an isolated structure at a distorted geometry from the Open Molecules 2025 dataset. Energies are from ωB97M-V/def2-TZVPD.

Values from the calculation:
**Charge**: -2
**Multiplicity**: 2
**M**: 1314.5 g/mol
**Highest occupied orbital energy (spin up / spin down)**: -2.11 / -2.13 eV
**Orbital gap (spin up / spin down)**: 5.5 / 5.0 eV
**<S²>**: 0.76

Positions of all 116 atoms, in Å:
Na (-0.2924, -0.2900, -0.6066)
F (0.7685, 4.9770, 4.4899)
C (1.1369, 3.7240, 4.0981)
F (2.3356, 3.8976, 3.5297)
F (1.3632, 3.0733, 5.2595)
C (0.0933, 3.0766, 3.2480)
C (-1.1240, 3.7008, 3.0708)
C (-2.1089, 3.0586, 2.3377)
C (-1.8262, 1.8013, 1.8261)
N (-0.6691, 1.1910, 1.9727)
C (0.3095, 1.7988, 2.6618)
S (1.7840, 0.9873, 2.8349)
H (-1.3001, 4.6756, 3.5049)
H (-3.0731, 3.5164, 2.1872)
H (-2.5657, 1.2521, 1.2670)
O (-2.0860, 0.6105, -0.9207)
S (-2.1664, 0.2487, -2.3374)
O (-3.3606, -0.4672, -2.7117)
O (-0.9053, -0.3834, -2.7446)
C (-2.1291, 1.7916, -3.2454)
C (-3.0903, 2.0986, -4.1855)
C (-2.9437, 3.2359, -4.9601)
C (-1.8361, 4.0483, -4.7764)
C (-0.8754, 3.7278, -3.8335)
C (-1.0082, 2.5798, -3.0542)
P (0.2258, 2.0467, -1.7955)
C (0.3050, 3.5686, -0.8089)
C (-0.7939, 4.4025, -0.6358)
C (-0.7051, 5.5019, 0.1964)
C (0.4754, 5.7747, 0.8659)
C (1.5663, 4.9308, 0.7175)
C (1.4740, 3.8189, -0.0947)
C (1.7035, 2.2656, -2.8566)
C (2.3334, 1.0057, -3.3059)
C (3.1103, 1.0347, -4.6352)
C (3.5258, 2.4052, -5.0455)
C (3.1703, 3.4951, -4.3588)
C (2.2250, 3.4376, -3.2698)
H (-3.9306, 1.4314, -4.2975)
H (-3.6796, 3.4803, -5.7132)
H (-1.7204, 4.9356, -5.3851)
H (-0.0095, 4.3627, -3.7235)
H (-1.7192, 4.1746, -1.1478)
H (-1.5609, 6.1528, 0.3192)
H (0.5445, 6.6397, 1.5104)
H (2.4861, 5.1390, 1.2421)
H (2.3110, 3.1365, -0.1808)
H (1.6325, 0.1657, -3.2562)
H (2.6491, 0.5009, -5.4732)
H (4.1480, 2.4606, -5.9268)
H (3.5135, 4.4731, -4.6677)
H (1.9098, 4.3705, -2.8253)
C (3.2063, -1.7048, 2.0908)
Se (1.4538, -1.3429, 1.3222)
C (1.3499, -3.1804, 0.5919)
C (2.1018, -3.3375, -0.7095)
Se (1.3734, -2.1507, -2.0867)
C (-0.0359, -3.3676, -2.6533)
H (3.0796, -2.4069, 2.9177)
H (3.6148, -0.7623, 2.4448)
H (3.8297, -2.1196, 1.3007)
H (0.2877, -3.3895, 0.4383)
H (1.7307, -3.8715, 1.3560)
H (2.0388, -4.3639, -1.0919)
H (3.1508, -3.0592, -0.6013)
H (0.3907, -4.1961, -3.2215)
H (-0.6938, -2.7778, -3.2828)
H (-0.5863, -3.7295, -1.7873)
C (-1.5856, -5.6548, 0.3528)
Ge (-2.6344, -3.9631, 0.8032)
C (-3.4135, -3.4436, -0.9700)
C (-4.2398, -4.7650, 1.7599)
Ge (-1.3960, -1.9181, 1.9115)
C (-0.6160, -2.8073, 3.5582)
C (-0.7322, -4.1561, 3.8670)
C (-0.0780, -4.7074, 4.9556)
C (0.7045, -3.9076, 5.7713)
C (0.8344, -2.5600, 5.4796)
C (0.1943, -2.0260, 4.3765)
C (-3.0339, -1.0942, 2.7298)
C (-3.0462, -0.4848, 3.9770)
C (-4.1659, 0.1862, 4.4359)
C (-5.3042, 0.2565, 3.6503)
C (-5.3087, -0.3456, 2.4013)
C (-4.1772, -0.9949, 1.9454)
H (-2.2615, -6.3776, -0.0985)
H (-1.1406, -6.1037, 1.2370)
H (-0.7848, -5.4639, -0.3552)
H (-3.3782, -4.2775, -1.6670)
H (-2.8885, -2.6020, -1.4141)
H (-4.4514, -3.1439, -0.8579)
H (-4.8094, -5.3772, 1.0653)
H (-4.8849, -3.9761, 2.1323)
H (-3.9483, -5.3875, 2.6002)
H (-1.3449, -4.7887, 3.2340)
H (-0.1678, -5.7672, 5.1632)
H (1.2245, -4.3373, 6.6189)
H (1.4517, -1.9258, 6.1018)
H (0.3425, -0.9820, 4.1296)
H (-2.1564, -0.5261, 4.5914)
H (-4.1511, 0.6620, 5.4085)
H (-6.1776, 0.7934, 4.0006)
H (-6.1943, -0.2915, 1.7785)
H (-4.1663, -1.4175, 0.9484)
C (5.3948, -2.3046, -3.4477)
S (4.1006, -1.5176, -4.4492)
C (4.2346, 0.2231, -3.9583)
C (3.6500, 0.5865, -2.5682)
S (3.6421, -0.5545, -1.2553)
S (4.6160, 2.0688, -1.9419)
C (6.0586, 1.8609, -2.8433)
S (7.4678, 2.6320, -2.5296)
S (5.9436, 0.7922, -4.2239)
H (5.2065, -3.3721, -3.4985)
H (5.2909, -1.9541, -2.4232)
H (6.3679, -2.0619, -3.8660)

Mulliken atomic charge list, values in e, 2 entries:
1 Na 2.735
2 F -0.356